Density functional theory data (ωB97M-V with the def2-TZVPD basis set) for a cluster of 3 separate species, C25H57FN4O2S in total at a distorted geometry.

## Properties
Structure (SMILES): CC(C)=CCC[C@H](C)CCN(CCCN)S(=O)(=O)F.CCN(CC)CC.CCN(CC)CC
Spin multiplicity: 1
HOMO-LUMO gap: 7.918 eV

Each line ends with the Mulliken charge.
Geometry (Å):
1 S -0.7928 -0.0885 1.2946  1.12
2 F 0.4089 0.7225 0.6916  -0.13
3 O -0.3347 -0.5633 2.5549  -0.69
4 O -1.9237 0.7591 1.2277  -0.60
5 N -6.2600 -4.4232 2.5840  0.14
6 N 3.8339 5.4945 -0.7834  0.34
7 N -1.9532 0.9844 -1.8981  -0.54
8 N -0.8908 -1.2856 0.1796  0.54
9 C -8.5415 -5.3222 2.9646  -1.44
10 C 1.6283 4.5023 -0.2284  -1.30
11 C 4.6157 7.9346 -0.7120  -1.09
12 C 4.8604 6.4511 -0.4100  -0.73
13 C 5.6659 1.4597 1.3030  -1.45
14 C 2.5853 5.6746 -0.0639  -0.43
15 C -6.0901 -5.1186 1.3200  -0.71
16 C 1.9090 -3.9409 -1.4367  -1.61
17 C 4.3875 -1.5161 0.3216  -0.60
18 C 4.2862 -0.0811 -0.1819  -0.45
19 C 0.0458 -2.4003 0.4572  -1.15
20 C 5.8967 1.4499 -1.2590  -1.15
21 C -7.6293 -4.1048 2.9466  -0.32
22 C 1.4988 -1.9917 0.1779  -0.12
23 C -5.3289 -3.3384 2.8380  -0.79
24 C 3.7615 -2.4783 -0.7069  -1.23
25 C -1.8216 -0.4170 -2.3385  -0.51
26 C 2.9676 6.2527 -3.0753  -1.17
27 C -2.7278 -1.3562 -1.5557  -0.67
28 C 2.4323 -3.1277 -0.2533  0.41
29 C 5.2396 0.8865 -0.0288  0.70
30 C -6.6294 -4.4500 0.0479  -0.81
31 C -5.4991 -2.0369 2.0458  -0.64
32 C -2.2847 -1.6986 -0.1000  -0.95
33 C 3.7049 5.2263 -2.2051  -0.72
34 H -8.0742 -3.3390 2.2913  0.26
35 H 3.5828 7.1239 -3.2957  0.29
36 H 2.0413 6.5947 -2.6115  0.25
37 H 0.7628 4.6391 0.4211  0.46
38 H 2.0625 6.6021 -0.3466  0.24
39 H 1.2572 4.4154 -1.2507  0.28
40 H 6.5887 1.0180 1.7074  0.31
41 H -2.1659 -0.4542 -3.3759  0.53
42 H -2.3782 -2.7790 0.0023  0.53
43 H 3.9310 -1.6496 1.3116  0.43
44 H 6.3068 2.4474 -1.0746  0.33
45 H -8.6931 -5.7378 1.9678  0.29
46 H -3.6956 -0.8568 -1.4866  0.35
47 H 3.3705 0.1735 -0.7166  0.25
48 H 3.2028 4.2617 -2.3167  0.34
49 H -0.2592 -3.2402 -0.1588  0.43
50 H 5.1481 1.5308 -2.0553  0.35
51 H 4.7050 5.0631 -2.6156  0.43
52 H 1.8635 -1.4914 1.0726  0.39
53 H 4.4783 -3.2366 -1.0236  0.43
54 H 2.8274 5.7697 0.9980  0.47
55 H -1.0827 1.3080 -1.4905  0.08
56 H -0.7843 -0.7591 -2.3647  0.09
57 H -9.5217 -5.0414 3.3518  0.44
58 H -2.9943 -1.2546 0.5906  0.25
59 H 5.8017 6.1442 -0.8749  0.36
60 H 3.6264 8.2604 -0.3894  0.28
61 H 2.7047 5.7975 -4.0323  0.39
62 H -7.6122 -3.6760 3.9521  0.45
63 H -2.8669 -2.2873 -2.1090  0.40
64 H 6.7009 0.7813 -1.5649  0.27
65 H 5.0243 6.3465 0.6675  0.45
66 H -5.1693 -2.1464 1.0128  -0.11
67 H -5.0257 -5.3328 1.1920  0.33
68 H -4.8879 -1.2520 2.4971  0.42
69 H -5.9830 -3.6461 -0.3023  0.13
70 H -0.0216 -2.7156 1.5019  0.26
71 H 4.8829 1.3069 2.0399  0.34
72 H -7.6320 -4.0450 0.1908  0.23
73 H -6.5600 -6.1012 1.4105  0.36
74 H 1.9202 -3.3261 -2.3391  0.32
75 H 4.7268 8.1600 -1.7719  0.23
76 H -8.1324 -6.1030 3.6070  0.33
77 H 2.6033 -4.7649 -1.6169  0.44
78 H -6.5306 -1.6841 2.0454  0.34
79 H 1.4669 -1.2759 -0.6501  -0.02
80 H 5.8606 2.5223 1.1633  0.40
81 H 2.7055 -3.7835 0.5802  0.29
82 H -5.3907 -3.0975 3.9038  0.37
83 H 0.9288 -4.3874 -1.2815  0.42
84 H 3.5010 -1.8825 -1.5875  0.45
85 H 2.1144 3.5643 0.0456  0.22
86 H 5.4468 -1.7430 0.4291  0.43
87 H -6.6872 -5.1871 -0.7557  0.39
88 H 5.3496 8.5411 -0.1774  0.42
89 H -4.3125 -3.7154 2.6899  0.36
90 H -2.0530 1.5614 -2.7250  0.28

---

Density functional theory data (ωB97M-V with the def2-TZVPD basis set) for a structure of composition C25H57Fe2N7O12S at a distorted geometry.

## Properties
⟨S²⟩: 20.015
Spin multiplicity: 9
Charge: +2
Energy above the lowest of the compared OMol25 structures with the same formula, charge and spin: 8.5 kcal/mol
HOMO-LUMO gap (alpha / beta): 9.091 / 8.899 eV

Each line ends with the Mulliken charge.
Geometry (Å):
1 Fe -3.0399 -0.4126 12.3186  0.83
2 Fe -2.1237 -1.8936 17.5726  0.71
3 S -3.1673 -2.2889 15.1752  1.03
4 O -3.2100 1.5827 12.6252  -0.35
5 O -2.5468 -2.2174 11.4757  -0.98
6 O -3.0152 -1.3397 19.3783  -0.41
7 O -3.6281 -3.6186 14.8328  -0.75
8 O -1.0370 -0.2048 12.5449  -0.46
9 O -2.7474 -3.8104 18.0705  -0.78
10 O -1.2486 0.0410 17.4836  -0.51
11 O -3.3153 -1.3911 13.9971  0.84
12 O -5.2301 -0.4412 12.2857  -0.75
13 O -8.9448 -5.1883 15.6416  -0.48
14 O -3.8480 -1.8249 16.4114  -0.04
15 O -1.7797 -2.1951 15.6233  -0.84
16 N -3.9848 2.6152 14.4763  0.29
17 N 0.8804 0.8017 17.1004  0.15
18 N -3.1413 -6.0471 17.8949  0.17
19 N -2.2415 -4.4045 11.0475  0.20
20 N 0.8252 1.0068 12.1186  0.28
21 N -7.4177 -0.6293 12.8505  0.22
22 N -4.9447 -1.0707 20.5021  0.18
23 C 1.8311 1.8985 17.3183  -0.92
24 C -4.9411 3.5682 15.0455  -1.00
25 C -5.7533 -1.7836 19.5088  -0.82
26 C 1.1897 -0.1423 16.0582  -0.98
27 C -2.5598 -4.3099 9.6302  -0.98
28 C -8.8004 -0.9528 12.5017  -0.84
29 C -8.5304 -5.5195 16.9338  -0.59
30 C -7.2144 -0.2152 14.2231  -0.70
31 C -0.3258 0.8502 17.6399  0.00
32 C -8.0918 -4.2032 15.0562  -0.19
33 C -3.3780 -4.7683 17.6151  0.77
34 C -1.8518 -5.6943 11.5553  -0.95
35 C -4.0096 -7.0849 17.3428  -0.86
36 C -3.6788 1.5507 15.4232  -0.91
37 C -3.8357 2.5084 13.1736  -0.11
38 C -2.1121 -6.4241 18.8515  -1.00
39 C -5.5730 -0.8434 21.8041  -0.87
40 C -6.3910 -0.6909 11.9994  0.06
41 C 0.1471 2.2644 12.3407  -0.79
42 C 0.1438 -0.1422 12.1921  -0.18
43 C -7.6625 -4.3323 17.4404  -0.32
44 C -3.6021 -1.1082 20.4378  -0.10
45 C -7.1256 -3.7672 16.1547  0.91
46 C -2.2356 -3.3513 11.8597  0.59
47 C 2.1414 1.0045 11.5130  -0.93
48 H -4.8582 3.6527 16.1262  0.34
49 H -9.3426 -0.0196 12.6804  0.38
50 H 2.8205 1.4560 17.4353  0.34
51 H -6.9137 -2.6969 16.2685  -0.16
52 H -9.2510 -1.7106 13.1380  0.24
53 H -3.0464 -0.8066 21.3350  0.43
54 H -5.5921 -1.7487 22.4213  0.37
55 H -2.3837 -3.3097 9.2375  0.32
56 H -1.8621 -4.9419 9.0841  0.35
57 H -6.7167 -0.9603 10.9877  0.35
58 H -1.5622 -7.2413 18.3794  0.34
59 H -4.1211 -4.6507 16.8241  -0.13
60 H 1.2504 -1.1714 16.4091  0.27
61 H -4.8896 -6.7168 16.8231  0.20
62 H 2.1122 1.3405 10.4761  0.34
63 H 2.5893 0.0096 11.4920  0.33
64 H -4.5835 1.1137 15.8375  0.43
65 H 0.6934 -1.0400 11.8995  0.46
66 H -7.9349 -0.6857 14.8904  0.40
67 H -7.1641 0.8489 14.4553  0.25
68 H -4.4699 -7.6345 18.1713  0.35
69 H -6.7334 -1.3180 19.6158  0.38
70 H -6.1387 -4.0700 15.7922  -0.41
71 H -4.3515 3.2832 12.6001  0.45
72 H 0.7748 2.9506 12.9154  0.35
73 H 0.0847 2.7428 11.3557  0.36
74 H 1.8736 2.4516 16.3756  0.33
75 H -0.5379 1.6905 18.3172  0.41
76 H -1.4005 -5.6665 19.1628  0.29
77 H -2.0485 -3.5711 12.9132  -0.05
78 H -5.8802 -2.8502 19.7051  0.42
79 H -1.1799 -6.3034 10.9509  0.35
80 H -8.2977 -3.7203 18.0827  0.32
81 H -6.9272 -4.7592 18.1289  0.11
82 H -3.5997 -4.5615 9.4327  0.30
83 H -3.3545 -7.7765 16.8186  0.36
84 H 1.6122 2.5355 18.1671  0.33
85 H -6.2484 -0.6513 14.5053  -0.02
86 H 2.8386 1.5770 12.1255  0.31
87 H -2.9105 0.8984 15.0173  -0.14
88 H -3.1579 1.9016 16.3247  0.46
89 H -9.4038 -5.7800 17.5369  0.34
90 H -0.8097 2.1119 12.8196  -0.01
91 H -2.7516 -6.3240 11.6211  0.39
92 H 2.1446 0.0523 15.5668  0.40
93 H -6.6389 -0.6556 21.6833  0.27
94 H -7.9162 -6.4354 16.9895  0.23
95 H -5.3457 -1.6511 18.5099  -0.08
96 H -5.0805 -0.0536 22.3621  0.33
97 H -4.8490 4.5667 14.6203  0.38
98 H -7.5355 -4.7792 14.3071  0.27
99 H 0.4858 0.0191 15.2340  0.31
100 H -8.9402 -1.1994 11.4517  0.30
101 H -1.4920 -5.6836 12.5827  0.29
102 H -5.9848 3.2704 14.9086  0.33
103 H -2.5116 -6.8314 19.7831  0.33
104 H -8.6640 -3.4477 14.5181  -0.05

---

Density functional theory data (ωB97M-V with the def2-TZVPD basis set) for a cluster of 4 separate species, C25H57IO7S in total at a distorted geometry.

## Properties
Spin multiplicity: 1
Energy above the lowest of the compared OMol25 structures with the same formula, charge and spin: 0.0 kcal/mol
HOMO-LUMO gap: 7.984 eV

Each line ends with the Mulliken charge.
Geometry (Å):
1 I -1.6031 -2.9096 2.2964  0.19
2 S -1.1967 -0.9442 0.1069  0.78
3 O -1.7295 -2.4971 0.3191  -0.32
4 O -6.7109 2.9589 1.2256  -0.43
5 O -0.6398 -0.9060 -1.2045  -0.57
6 O 7.0167 -0.6371 1.7491  -0.37
7 O -2.5959 -0.1180 0.0118  -0.17
8 O 2.3038 -3.6398 0.7510  -0.42
9 O -3.8059 -4.5864 -2.9555  -0.46
10 C -3.6151 -5.8590 -3.5411  -0.31
11 C -7.1806 4.2678 0.9583  -0.29
12 C 1.6275 -5.9342 0.1538  -1.29
13 C -1.9648 2.1166 0.7167  0.40
14 C 3.8367 -3.3143 -1.1466  -1.07
15 C -8.5626 4.3123 0.3291  -1.06
16 C -2.7287 -4.0949 -2.1741  -0.08
17 C 1.3590 -4.4414 0.0657  0.66
18 C -6.5764 2.1052 0.1033  -0.40
19 C 5.3455 2.0657 -0.1759  -0.72
20 C -0.8899 4.2495 1.5912  -0.99
21 C -1.5963 2.9221 1.9451  -0.74
22 C 0.5722 4.2553 2.0289  -1.14
23 C 3.6437 -3.7305 0.3019  -0.28
24 C -3.3839 -6.9749 -2.5354  -0.86
25 C 8.1418 -0.1806 2.4562  -0.75
26 C 3.6268 3.9689 -0.4091  -0.87
27 C 6.7907 0.0881 0.5517  -0.64
28 C 4.9750 3.5268 0.1702  -0.92
29 C -1.4337 -3.9251 -2.9496  -0.80
30 C 2.6736 4.5520 0.6451  -0.99
31 C 6.3720 1.5382 0.8101  -0.52
32 C 1.5179 3.6161 0.9863  -0.27
33 C -2.6940 0.8425 1.1073  -0.82
34 C -5.5975 2.6113 -0.9426  -1.08
35 H 0.6640 3.7152 2.9648  0.44
36 H -7.2084 4.7665 1.9273  0.34
37 H -3.7525 0.9948 1.2607  0.30
38 H -4.1947 -7.0054 -1.8063  0.27
39 H 7.2346 2.2003 0.8184  0.28
40 H 4.0383 -4.7390 0.4712  0.29
41 H -6.2183 1.1559 0.5041  0.36
42 H -1.4039 5.0393 2.1308  0.43
43 H -2.5006 3.1385 2.5052  0.40
44 H -3.3357 -7.9371 -3.0467  0.40
45 H 8.3742 -0.9253 3.2078  0.25
46 H -7.5541 1.9040 -0.3479  0.35
47 H 2.2671 5.5045 0.3135  0.48
48 H 5.9143 1.5564 1.7944  0.38
49 H 1.7135 -6.2465 1.1958  0.32
50 H 3.4415 -2.3109 -1.3111  0.22
51 H -4.6298 2.8103 -0.4838  0.19
52 H 0.9705 3.3364 0.0945  0.39
53 H -5.4688 1.8695 -1.7308  0.41
54 H -2.6543 2.7197 0.1363  -0.09
55 H -1.5928 -3.2920 -3.8232  0.29
56 H -0.6772 -3.4629 -2.3158  0.12
57 H -2.4489 -6.8433 -1.9885  0.11
58 H -1.0396 -4.8820 -3.2996  0.31
59 H 1.9726 2.7477 1.4560  0.16
60 H -1.0973 1.8847 0.1109  0.01
61 H 7.9655 0.7616 2.9770  0.27
62 H 4.4446 1.4631 -0.1341  0.46
63 H 5.7486 2.0742 -1.1842  0.27
64 H 3.1520 3.1711 -0.9702  0.52
65 H 0.8129 -6.4891 -0.3135  0.37
66 H 1.2710 -4.1252 -0.9796  0.10
67 H 4.2106 -3.0609 0.9492  0.33
68 H 3.8257 4.7699 -1.1142  0.43
69 H -2.2447 0.4354 2.0098  0.35
70 H -3.0501 -3.1228 -1.8055  0.13
71 H -6.4584 4.8167 0.3432  0.27
72 H 2.5519 -6.2129 -0.3542  0.31
73 H -0.9952 4.4685 0.5329  0.51
74 H -0.9475 2.3457 2.5971  0.41
75 H -2.5745 -4.7288 -1.2933  0.17
76 H -8.8982 5.3454 0.2353  0.39
77 H -2.8009 -5.8268 -4.2743  0.28
78 H -5.9430 3.5360 -1.4070  0.42
79 H 4.9907 3.5972 1.2518  0.48
80 H 7.6911 0.0435 -0.0629  0.35
81 H 5.7904 4.1414 -0.1963  0.38
82 H 0.8899 5.2738 2.2301  0.49
83 H 9.0166 -0.0647 1.8115  0.34
84 H -9.2792 3.7653 0.9430  0.28
85 H 5.9933 -0.4136 0.0116  0.37
86 H -4.5303 -6.0602 -4.0990  0.35
87 H -8.5720 3.8698 -0.6680  0.27
88 H 4.8976 -3.3201 -1.3993  0.39
89 H 3.3283 -3.9888 -1.8373  0.35
90 H 3.1964 4.7466 1.5748  0.42
91 H 0.4055 -4.2149 0.5414  -0.25

---

Density functional theory data (ωB97M-V with the def2-TZVPD basis set) for a cluster of 3 separate species, C25H58Br2ClFN9O3P2 in total at a distorted geometry.

## Properties
Spin multiplicity: 1
Charge: +1
HOMO-LUMO gap: 5.875 eV

Each line ends with the Mulliken charge.
Geometry (Å):
1 Br 1.6284 7.3523 -0.1904  -0.12
2 Br 1.4846 5.2642 2.3389  -0.03
3 Cl -4.3954 6.7623 0.8262  -0.16
4 P 0.8633 -5.3656 -5.4293  0.81
5 P 1.2570 -2.8336 1.1994  0.94
6 F -0.5090 5.3163 4.5772  -0.35
7 O -1.0458 1.5405 1.6869  0.00
8 O 0.4468 -6.6797 -6.0351  -0.87
9 O 0.4892 -3.0005 -0.0896  -0.89
10 N 2.1030 -1.3805 0.8318  0.25
11 N 2.2848 -4.2209 1.0627  0.22
12 N 2.5773 -5.5167 -5.6801  0.25
13 N 1.1298 -4.1939 -4.2074  0.27
14 N -1.3574 5.1269 1.6866  0.60
15 N 0.1411 -4.2893 -6.5596  0.08
16 N -1.4299 3.6099 3.4281  -0.29
17 N -1.1263 2.8268 1.2285  -0.15
18 N 1.5241 -2.7750 2.8919  0.07
19 C -2.1675 5.6832 2.7996  -0.27
20 C 2.3749 -3.5412 -3.8484  -0.86
21 C 3.1462 -5.1573 -6.9695  -1.13
22 C 2.4769 -3.5454 3.6758  -0.94
23 C -2.2448 0.8359 1.2044  -0.27
24 C 3.0916 -6.8121 -5.2460  -1.17
25 C -3.9796 7.4373 2.4379  -0.05
26 C -0.0119 -3.8178 -3.3753  -0.90
27 C -1.7190 4.9363 4.0464  1.05
28 C -2.6777 4.9125 5.2351  -0.64
29 C 3.5058 -4.1368 0.2737  -1.12
30 C -0.0920 5.7151 1.3519  -0.03
31 C -0.0183 6.5622 0.3132  0.32
32 C -2.5246 7.1700 2.8314  -0.89
33 C -1.3016 3.7900 2.0759  -0.60
34 C -2.8567 -0.0282 2.2962  -1.21
35 C -2.3260 5.9715 6.2927  -1.45
36 C 0.6728 -1.8841 3.6752  -0.97
37 C 1.2648 -0.2208 0.5784  -1.24
38 C -1.1895 6.9509 -0.5380  -1.08
39 C 1.5438 -5.4322 0.7151  -1.06
40 C -5.0079 6.9460 3.4460  -1.33
41 C 0.6182 -2.9697 -6.8915  -0.77
42 C 3.3870 -0.9867 1.3625  -0.77
43 C -1.3114 -4.3562 -6.6539  -1.07
44 H -0.1538 -1.5050 3.0684  0.05
45 H 2.6389 -7.1070 -4.2962  0.35
46 H 3.3650 -3.6204 -0.6837  0.29
47 H -0.3458 -2.7984 -3.6050  0.23
48 H -2.4311 7.4993 3.8667  0.22
49 H 0.3567 -2.2096 -6.1368  0.22
50 H 3.3296 -0.5852 2.3866  0.25
51 H -3.1442 5.2081 2.6394  0.30
52 H 3.1678 -4.2473 -3.6128  0.25
53 H 1.6940 -2.9404 -7.0433  0.11
54 H 0.6070 -5.4851 1.2753  0.39
55 H -1.6608 -5.3798 -6.5215  0.32
56 H -1.9466 6.8925 5.8584  0.35
57 H 0.2284 -3.8715 -2.3116  0.12
58 H -2.0374 0.2747 0.2947  0.43
59 H -1.7983 -3.7297 -5.8916  0.32
60 H -2.6013 -1.0810 2.2076  0.28
61 H 2.2277 -2.9270 -2.9552  0.36
62 H -1.5392 5.5893 6.9369  0.40
63 H 1.2972 -5.4790 -0.3513  0.19
64 H 1.2387 -1.0206 4.0446  0.31
65 H 2.8884 -7.6066 -5.9718  0.34
66 H -1.6512 -4.0287 -7.6393  0.35
67 H -2.6048 0.3252 3.2951  0.35
68 H -5.9318 7.5004 3.2907  0.43
69 H -2.5156 3.9498 5.7269  0.46
70 H 3.8908 -5.1349 0.0642  0.40
71 H 2.7218 -2.8776 -4.6448  0.23
72 H -3.1759 6.1827 6.9373  0.37
73 H 0.1758 -2.6531 -7.8385  0.37
74 H -0.7966 7.3372 -1.4759  0.48
75 H -2.9829 1.5922 0.9383  0.47
76 H -0.8563 -4.4896 -3.5446  0.42
77 H 2.5584 -5.5299 -7.8177  0.34
78 H 3.2581 -4.0746 -7.0632  0.27
79 H -3.9394 0.0324 2.1895  0.38
80 H 4.1707 -6.7501 -5.0841  0.37
81 H -2.1762 2.9217 3.5342  0.26
82 H 2.3240 -3.3554 4.7406  0.44
83 H 0.3466 -0.5085 0.0625  0.17
84 H 4.1586 -5.5528 -7.0613  0.38
85 H -1.8435 7.7913 2.2530  0.51
86 H 4.1071 -1.7996 1.3566  0.12
87 H 0.2278 -2.3983 4.5301  0.49
88 H -3.7217 4.9553 4.9343  0.35
89 H 1.7793 0.4965 -0.0689  0.38
90 H -5.2699 5.8955 3.3117  0.34
91 H -4.0882 8.5155 2.3521  0.60
92 H -1.0510 3.0471 0.2399  0.25
93 H 2.3673 -4.6169 3.5338  0.27
94 H 0.9866 0.2868 1.5101  0.42
95 H -1.7917 7.7365 -0.0887  0.22
96 H 3.8154 -0.2059 0.7304  0.33
97 H -1.8270 6.1072 -0.7913  0.25
98 H 3.5048 -3.2629 3.4406  0.28
99 H 4.3023 -3.6402 0.8314  0.28
100 H -4.6998 7.0849 4.4822  0.29
101 H 2.1281 -6.3154 0.9799  0.38